84
Properties=species:S:1:pos:R:3 method="wB97M-V/def2-TZVPD" largest_force_ev_per_a=3.2 charge=+5 multiplicity=1 gap_ev=2.136
C 0.5689 5.0956 -6.2650
N -0.1556 4.6333 -5.1279
C -0.4727 3.3336 -5.1215
C -0.9821 2.7886 -3.9349
C -1.2500 3.5844 -2.8248
C -1.0116 4.9648 -2.8777
C -0.5538 5.4263 -4.0781
C -1.6439 2.8799 -1.5945
C -2.6400 1.9557 -1.5834
C -2.9987 1.3333 -0.3769
N -2.4196 1.7627 0.8201
C -1.4867 2.6966 0.8246
C -1.1029 3.2584 -0.3572
C -2.8161 1.1126 2.0605
H 1.2596 4.3793 -6.7097
H 1.1767 5.9062 -5.8629
H -0.1220 5.5189 -6.9942
H -0.2222 2.7379 -5.9868
H -0.9455 1.7508 -3.6382
H -1.0850 5.6367 -2.0354
H -0.3552 6.4871 -4.1184
H -3.2692 1.7002 -2.4232
H -3.8214 0.6365 -0.3131
H -1.0184 2.9824 1.7548
H -0.2776 3.9528 -0.3009
H -2.7940 0.0298 1.9375
H -3.8718 1.3245 2.2299
H -2.2882 1.5298 2.9180
C 3.9993 -4.3075 0.8907
N 2.5639 -4.1489 0.5520
C 2.2898 -3.4903 -0.5900
C 0.9420 -3.0777 -0.8703
C -0.0866 -3.3709 0.0105
C 0.2715 -4.1408 1.1833
C 1.5947 -4.5029 1.3979
C -1.5023 -3.0797 -0.3829
C -2.4786 -2.7538 0.5677
C -3.7589 -2.2967 0.1149
N -4.0340 -2.3150 -1.2253
C -3.1104 -2.6930 -2.1338
C -1.8928 -3.1327 -1.7106
C -5.3113 -1.8141 -1.6575
H 4.1109 -4.6949 1.9034
H 4.4537 -3.3175 0.8495
H 4.3583 -5.0113 0.1399
H 3.1708 -3.1226 -1.0951
H 0.7718 -2.4298 -1.7175
H -0.4721 -4.4859 1.8864
H 1.8673 -5.0623 2.2806
H -2.3199 -2.9963 1.6081
H -4.5540 -1.9937 0.7800
H -3.3736 -2.6220 -3.1788
H -1.1724 -3.5164 -2.4178
H -5.4205 -2.1626 -2.6845
H -5.3054 -0.7349 -1.8105
H -6.1346 -2.1448 -1.0243
Cu 1.0043 -1.4029 -3.9565
Cu -1.5310 -0.6387 -4.6061
O -0.4896 -0.4655 -2.2889
H -0.5641 -0.2651 -1.3355
C 2.2625 0.0626 -0.4285
C 3.6346 0.2518 -0.2716
C 4.1175 0.2945 1.0283
C 3.3122 0.1329 2.1845
C 1.9168 -0.0541 2.0045
C 1.4125 -0.0766 0.6870
C 0.9473 -0.2122 3.1824
O -0.2501 -0.4635 3.0384
C 1.5569 0.0448 4.5310
C 0.8145 -0.1497 5.7460
C 1.3426 0.1047 7.0177
C 2.6661 0.3566 7.1408
C 3.4193 0.5996 5.9528
C 2.9173 0.3396 4.7140
C 3.8489 0.1868 3.5926
O 5.0503 0.1632 3.7243
H 1.8676 0.0317 -1.4333
H 4.2676 0.3937 -1.1351
H 5.1734 0.5055 1.1125
H 0.3605 -0.2117 0.4836
H -0.1943 -0.5291 5.6768
H 0.6949 -0.0603 7.8661
H 3.0785 0.3911 8.1384
H 4.4955 0.6905 5.9476

---

84
Properties=species:S:1:pos:R:3 method="wB97M-V/def2-TZVPD" largest_force_ev_per_a=3.1 charge=+3 multiplicity=3 relative_energy_ev=0.000 gap_ev="4.894 / 5.278" s2=2.035
Mo -0.3228 0.2688 0.0175
C 3.0688 -0.6187 1.6649
C 2.5697 0.8413 1.8431
P 0.6940 1.3143 2.0305
C 0.2585 0.7190 3.6777
C -0.1636 -0.6194 3.8995
C -0.4818 -1.0999 5.2053
C -0.3963 -0.2132 6.2688
C -0.0776 1.1228 6.0307
C 0.3296 1.5868 4.7670
C 0.6788 3.1337 2.2842
C 1.8487 3.9558 2.3838
C 1.7152 5.3365 2.5465
C 0.4590 5.8886 2.7918
C -0.6806 5.0893 2.8564
C -0.5537 3.7392 2.6063
C 2.8419 -1.3426 0.3533
P 1.0565 -1.6663 -0.1597
C 1.0447 -2.2142 -1.8798
C -0.1542 -2.2656 -2.5968
C -0.2418 -2.9455 -3.8484
C 0.9193 -3.4338 -4.4976
C 2.1226 -3.2008 -3.8324
C 2.2256 -2.6015 -2.5594
C 0.6295 -3.2601 0.6628
C 1.3832 -3.9351 1.6356
C 1.0016 -5.1943 2.0417
C -0.2870 -5.6743 1.7583
C -1.1201 -4.9193 0.9304
C -0.6361 -3.7549 0.3250
H 2.6715 -1.2259 2.4590
H 4.1960 -0.6197 1.8087
H 2.8407 1.3959 0.9164
H 3.0765 1.3261 2.6719
H -0.2284 -1.3015 3.0362
H -0.6465 -2.2067 5.3689
H -0.6750 -0.4982 7.2858
H -0.1283 1.7837 6.8781
H 0.6299 2.6080 4.6463
H 2.8604 3.5106 2.2939
H 2.6518 5.8745 2.6379
H 0.3080 6.9774 2.9199
H -1.7085 5.4646 2.9157
H -1.4390 3.0824 2.6083
H 3.3055 -2.3290 0.3665
H 3.3916 -0.8151 -0.4536
H -1.0596 -1.8156 -2.1884
H -1.2046 -3.1105 -4.3413
H 0.9627 -3.9178 -5.4794
H 3.0732 -3.5647 -4.3123
H 3.1965 -2.5870 -2.0558
H 2.3672 -3.6218 1.9692
H 1.6996 -5.7641 2.6518
H -0.6402 -6.6410 2.1837
H -2.1074 -5.3335 0.7018
H -1.2168 -3.1861 -0.3929
N 3.7655 1.5666 -4.9546
C 2.4208 1.3645 -4.9978
S 1.6988 0.8585 -6.3973
C 1.6756 1.6396 -3.7839
C 2.0887 2.2382 -2.5862
C 1.2789 2.3218 -1.4707
N 0.0619 1.6740 -1.4311
C -0.4756 1.4127 -2.6662
C 0.2695 1.4265 -3.7894
H 4.2667 1.4345 -5.7836
H 4.2673 2.0576 -4.1940
H 3.0524 2.7400 -2.4988
H 1.5461 2.9194 -0.6351
H -1.5211 1.1037 -2.6114
H -0.3022 1.2538 -4.7126
C -7.2792 -0.2758 -1.7489
C -5.8496 0.1986 -1.8297
C -5.4242 1.2223 -2.7040
C -4.1809 1.7743 -2.4854
N -3.3230 1.2815 -1.5840
C -3.7599 0.2147 -0.9289
S -2.4405 -0.5876 0.0778
N -4.9543 -0.3308 -0.9734
H -7.8333 0.3726 -1.1096
H -7.2368 -1.2410 -1.2738
H -7.7191 -0.3957 -2.7122
H -6.1283 1.5504 -3.5187
H -3.8730 2.6836 -2.9996

---

80
Properties=species:S:1:pos:R:3 method="wB97M-V/def2-TZVPD" largest_force_ev_per_a=0.9 charge=+2 multiplicity=4 relative_energy_ev=0.536 gap_ev="5.699 / 6.280" s2=3.777
Tc -0.3092 2.0145 0.0806
C -1.6474 3.1377 1.7181
C -0.4949 3.9088 1.4726
C -0.5417 4.3647 0.1183
C -1.7113 3.8494 -0.4744
C -2.3667 3.0365 0.4942
H -1.9428 2.7076 2.6631
H 0.2198 4.2315 2.2138
H 0.1209 5.0950 -0.3197
H -2.0865 4.0778 -1.4599
H -3.3701 2.6531 0.3904
Te -3.3194 -0.3700 1.0311
C -4.0881 -2.3245 1.3026
C -4.5397 -2.5914 2.5912
C -5.1383 -3.8138 2.8566
C -5.2827 -4.7449 1.8379
C -4.8273 -4.4643 0.5557
C -4.2166 -3.2515 0.2788
C -4.6881 0.1930 -0.4955
C -4.5754 -0.2598 -1.8031
C -5.5138 0.1478 -2.7396
C -6.5537 0.9890 -2.3681
C -6.6730 1.4139 -1.0528
C -5.7367 1.0205 -0.1088
H -4.4351 -1.8542 3.3791
H -5.4924 -4.0299 3.8552
H -5.7530 -5.6969 2.0440
H -4.9555 -5.1931 -0.2334
H -3.8451 -3.0426 -0.7168
H -3.7823 -0.9329 -2.0992
H -5.4307 -0.1964 -3.7617
H -7.2777 1.3074 -3.1057
H -7.4942 2.0523 -0.7565
H -5.8324 1.3488 0.9200
C 2.7232 -5.3135 0.4665
C 1.8832 -4.0862 0.2688
C 1.1162 -3.5628 1.3030
C 0.2979 -2.4528 1.1276
C -0.4818 -1.9319 2.3038
C 0.2611 -1.8660 -0.1369
Te -1.1451 -0.3331 -0.7245
C 1.0789 -2.3085 -1.1787
C 1.1246 -1.6352 -2.5288
C 1.8773 -3.4211 -0.9525
H 2.3807 -5.8924 1.3220
H 3.7644 -5.0374 0.6444
H 2.6966 -5.9472 -0.4189
H 1.1504 -4.0367 2.2772
H -1.5087 -2.3035 2.2807
H -0.4867 -0.8383 2.3256
H -0.0407 -2.2888 3.2323
H 0.8222 -0.5854 -2.4766
H 0.4719 -2.1462 -3.2404
H 2.1346 -1.6710 -2.9335
H 2.5060 -3.7830 -1.7588
N 1.7019 1.5872 0.0835
S 2.8040 2.7888 0.1860
C 3.5563 2.9326 -1.4447
C 4.8004 3.5360 -1.5664
C 5.3158 3.7595 -2.8334
C 4.5850 3.3982 -3.9578
C 3.3408 2.7990 -3.8198
C 2.8150 2.5690 -2.5568
C 4.1605 2.0948 1.1251
C 4.9261 1.0575 0.6104
C 5.9424 0.5322 1.3901
C 6.1827 1.0411 2.6610
C 5.4056 2.0749 3.1633
C 4.3832 2.6098 2.3938
H 2.1451 0.6831 -0.0411
H 5.3637 3.8249 -0.6876
H 6.2870 4.2229 -2.9398
H 4.9841 3.5919 -4.9441
H 2.7712 2.5188 -4.6955
H 1.8408 2.1115 -2.4359
H 4.7407 0.6761 -0.3869
H 6.5541 -0.2700 0.9996
H 6.9826 0.6298 3.2618
H 5.5954 2.4700 4.1519
H 3.7707 3.4185 2.7727